Entry from the OMol25 dataset: an isolated ion of composition C5H13N2O and charge -1 at a distorted geometry (the ωB97M-V functional and the def2-TZVPD basis).

Atoms and positions in Å:
C: -2.67899 -0.42919 0.13204
N: -1.59084 -0.24776 -0.80412
C: -0.52983 -1.26742 -0.81168
C: 0.79411 -0.53804 -0.88509
C: 1.08386 0.21174 0.44793
N: 2.40375 -0.22010 0.92545
C: 1.04393 1.80838 0.23012
O: 0.29720 2.11240 -0.85071
H: -3.48570 -1.02703 -0.34037
H: -2.36031 -0.53189 1.17559
H: -3.21698 0.53141 0.13454
H: -1.12344 0.66916 -0.69281
H: -0.56653 -1.98293 0.02394
H: -0.66438 -1.87962 -1.72620
H: 1.59960 -1.28134 -0.98985
H: 0.87125 0.17374 -1.71127
H: 0.26802 0.01385 1.15679
H: 2.84539 0.42966 1.57835
H: 2.33723 -0.99776 1.58883
H: 0.57954 2.21191 1.15723
H: 2.09312 2.24081 0.26128

Cartesian forces, eV/Å:
-0.56 1.83 -1.28
0.41 -0.19 0.36
-0.67 0.47 -1.39
0.98 -0.59 1.09
0.48 0.98 -0.79
0.67 -0.47 1.57
-0.65 -0.53 -0.31
0.12 0.29 0.11
0.63 -0.80 1.03
-0.34 -1.01 0.05
0.20 0.16 0.15
-0.23 -0.06 -0.14
-0.03 0.31 0.26
0.10 -0.05 0.26
-0.12 0.11 -0.09
-0.39 -0.06 0.10
0.15 -0.26 0.08
-0.32 0.74 -0.57
-0.35 -0.37 -0.65
0.10 -0.01 0.44
-0.17 -0.49 -0.28

Output
* total charge: -1
* molecular weight: 117.2 g/mol
* energy above the lowest of the compared OMol25 structures with the same formula, charge and spin: 126.4 kJ/mol